Molecular formula: C49H64BF11O38
Method: DFT, wB97M-V/def2-TZVPD

```
163
Properties=species:S:1:pos:R:3:mulliken_charge:R:1
C 0.454 -2.061 0.701 0.855
C 1.040 -3.389 0.036 -0.273
C -0.111 -4.433 -0.459 -0.781
C -1.063 -4.940 0.724 -0.467
C -2.314 -4.006 1.078 -0.783
C -2.805 -3.023 -0.077 0.190
C -4.116 -2.211 0.464 -1.140
C -3.984 -0.637 0.300 0.445
O -4.919 0.255 0.945 -0.563
B -6.176 -0.362 1.250 0.627
O -6.645 -0.243 2.632 -0.483
O -7.034 -1.055 0.334 -0.432
C -2.562 -0.031 0.820 -0.542
C -1.905 0.735 -0.419 0.939
C -1.131 2.112 -0.159 -0.750
C 0.409 1.933 -0.598 -0.826
C 1.463 2.040 0.604 1.012
C 0.947 1.416 1.993 -0.820
C 2.751 1.143 0.153 -1.209
C -3.253 0.914 -1.299 -0.084
O -3.628 1.853 -2.015 -0.647
O -3.958 -0.331 -1.120 -0.151
H -0.045 -1.440 -0.111 -0.422
H -0.208 -2.317 1.587 -0.127
H 1.360 -1.445 1.061 -0.105
H 1.699 -4.005 0.751 0.194
H 1.689 -3.200 -0.891 0.163
H -0.657 -4.068 -1.395 0.336
H 0.489 -5.359 -0.802 0.234
H -1.352 -6.035 0.523 0.405
H -0.404 -4.979 1.671 -0.014
H -2.115 -3.452 2.063 0.281
H -3.200 -4.713 1.306 0.387
H -3.136 -3.665 -0.976 0.445
H -2.000 -2.324 -0.486 -0.175
H -4.997 -2.669 -0.122 0.346
H -4.234 -2.535 1.565 0.443
H -7.085 0.642 2.652 0.290
H -7.490 -1.738 0.886 0.287
H -2.889 0.769 1.584 0.577
H -1.943 -0.742 1.455 -0.107
H -1.359 -0.072 -1.034 -0.065
H -1.273 2.527 0.896 0.319
H -1.572 2.910 -0.867 0.429
H 0.511 0.975 -1.222 0.423
H 0.661 2.790 -1.331 0.144
H 1.868 3.109 0.706 0.313
H 1.817 0.964 2.586 0.319
H 0.108 0.643 1.842 -0.353
H 0.536 2.279 2.632 0.354
H 3.715 1.742 0.136 0.114
H 2.601 0.686 -0.879 0.248
H 2.906 0.263 0.877 0.297
C 4.262 5.748 -1.257 0.014
C 5.689 5.747 -1.706 0.391
O 6.115 4.429 -1.420 -0.332
C 4.998 3.655 -1.521 0.695
O 5.011 2.464 -1.611 -0.525
O 3.861 4.408 -1.513 -0.276
F 6.431 6.610 -0.971 -0.300
H 4.155 5.961 -0.190 0.219
H 3.650 6.455 -1.818 -0.161
H 5.826 5.955 -2.771 0.271
C 2.145 1.633 6.577 -0.031
C 3.608 1.928 6.679 0.416
O 3.928 2.424 5.396 -0.298
C 2.784 3.006 4.937 0.730
O 2.740 3.763 4.008 -0.607
O 1.697 2.628 5.667 -0.280
F 4.322 0.789 6.893 -0.316
H 1.943 0.642 6.160 -0.125
H 1.634 1.720 7.537 0.374
H 3.863 2.672 7.435 0.199
C -6.361 -0.517 -3.395 0.139
C -7.848 -0.403 -3.305 0.428
O -8.259 -0.494 -4.656 -0.356
C -7.316 -1.258 -5.272 0.821
O -7.463 -1.772 -6.346 -0.554
O -6.190 -1.373 -4.520 -0.360
F -8.216 0.808 -2.823 -0.289
H -5.875 0.443 -3.592 0.179
H -5.922 -0.954 -2.498 -0.312
H -8.326 -1.194 -2.721 0.337
C 6.250 -4.281 -1.139 -0.580
C 5.689 -2.974 -1.602 0.337
O 4.525 -3.355 -2.307 -0.295
C 4.109 -4.511 -1.721 0.569
O 3.019 -4.984 -1.868 -0.509
O 5.080 -5.062 -0.941 -0.156
F 6.533 -2.358 -2.463 -0.314
H 6.882 -4.760 -1.892 0.309
H 6.818 -4.186 -0.214 0.329
H 5.420 -2.288 -0.793 0.295
C -9.978 -3.222 -7.598 -0.008
C -10.092 -4.574 -6.971 0.360
O -11.439 -4.619 -6.544 -0.301
C -12.122 -3.818 -7.412 0.572
O -13.310 -3.821 -7.533 -0.518
O -11.281 -3.021 -8.129 -0.327
F -9.291 -4.677 -5.882 -0.264
H -9.757 -2.437 -6.871 -0.025
H -9.224 -3.190 -8.386 0.242
H -9.895 -5.406 -7.654 0.249
C 3.261 7.947 6.222 -0.473
C 3.021 7.166 4.969 0.254
O 3.378 5.848 5.337 -0.162
C 3.127 5.766 6.671 0.543
O 3.051 4.736 7.278 -0.510
O 2.965 6.994 7.233 -0.333
F 3.845 7.575 3.976 -0.283
H 4.300 8.273 6.323 0.281
H 2.611 8.819 6.301 0.280
H 1.984 7.181 4.621 0.322
C 1.255 7.314 -5.354 -0.465
C 2.466 6.527 -4.966 0.394
O 3.152 7.402 -4.089 -0.292
C 2.182 8.166 -3.510 0.684
O 2.347 8.825 -2.527 -0.517
O 1.002 8.080 -4.184 -0.312
F 3.255 6.287 -6.039 -0.300
H 1.441 7.987 -6.195 0.278
H 0.404 6.677 -5.597 0.291
H 2.246 5.588 -4.450 0.263
C 2.589 -2.724 5.951 -0.338
C 1.101 -2.618 6.065 0.246
O 0.668 -2.719 4.723 -0.248
C 1.607 -3.483 4.095 0.478
O 1.447 -4.002 3.031 -0.394
O 2.748 -3.585 4.832 -0.328
F 0.735 -1.404 6.546 -0.218
H 3.066 -1.763 5.740 0.191
H 3.046 -3.153 6.844 0.279
H 0.638 -3.408 6.662 0.262
C 4.827 -9.652 -1.043 -0.485
C 4.132 -8.717 -0.104 0.415
O 5.183 -7.907 0.381 -0.253
C 6.104 -7.871 -0.620 0.716
O 7.001 -7.074 -0.685 -0.560
O 5.883 -8.845 -1.546 -0.312
F 3.589 -9.390 0.940 -0.302
H 5.246 -10.525 -0.536 0.272
H 4.176 -9.993 -1.849 0.285
H 3.370 -8.089 -0.575 0.244
C 7.162 1.416 8.218 -0.292
C 6.456 2.662 8.649 0.495
O 7.379 3.269 9.528 -0.340
C 8.609 2.876 9.092 0.517
O 9.634 3.396 9.415 -0.496
O 8.525 1.819 8.235 -0.328
F 5.329 2.367 9.344 -0.312
H 7.020 0.587 8.917 0.259
H 6.861 1.090 7.222 0.209
H 6.218 3.350 7.832 0.301
C -7.248 0.256 -8.500 0.144
C -6.590 1.593 -8.371 0.373
O -6.779 2.170 -9.648 -0.328
C -7.935 1.626 -10.125 0.601
O -8.553 2.067 -11.048 -0.521
O -8.304 0.524 -9.414 -0.295
F -5.259 1.462 -8.150 -0.290
H -6.584 -0.502 -8.924 0.197
H -7.636 -0.111 -7.549 -0.264
H -7.031 2.240 -7.607 0.330
```

Energy (eV): -160225.81007
Largest force on an atom (eV/Å): 4.5
Frontier orbital gap (eV): 10.4
SMILES: CCCCCCC[C@@]1(OB(O)O)C[C@H](CCC(C)C)C(=O)O1.O=C1OC[C@@H](F)O1.O=C1OC[C@@H](F)O1.O=C1OC[C@@H](F)O1.O=C1OC[C@@H](F)O1.O=C1OC[C@@H](F)O1.O=C1OC[C@@H](F)O1.O=C1OC[C@@H](F)O1.O=C1OC[C@@H](F)O1.O=C1OC[C@@H](F)O1.O=C1OC[C@@H](F)O1.O=C1OC[C@@H](F)O1

Molecular formula: C49H66N3OP2S2ScSi
Method: DFT, wB97M-V/def2-TZVPD

```
125
Properties=species:S:1:pos:R:3:mulliken_charge:R:1
Sc 0.215 -2.058 0.779 -0.708
C -3.614 -1.864 0.569 -1.794
Si -2.067 -1.051 -0.209 2.560
C -2.239 -1.368 -2.079 0.667
C -3.062 -2.442 -2.444 -0.649
C -3.078 -2.957 -3.731 -1.001
C -2.274 -2.391 -4.705 -1.276
C -1.473 -1.308 -4.381 -0.640
C -1.437 -0.789 -3.087 0.389
P -0.416 0.647 -2.580 -0.260
C -1.559 2.019 -3.161 0.408
C -1.834 2.225 -4.658 -1.400
C -0.938 3.272 -5.317 -0.108
C -1.014 4.601 -4.575 -1.194
C -0.570 4.429 -3.127 -0.476
C -1.390 3.357 -2.414 0.016
C 1.154 0.538 -3.568 3.190
C 1.171 0.305 -5.095 -1.310
C 2.500 0.748 -5.727 -1.206
C 3.651 0.480 -4.765 -0.735
C 3.532 1.398 -3.540 -0.930
C 2.067 1.719 -3.218 -0.200
C -2.375 0.764 0.287 0.350
C -3.459 1.464 -0.259 -0.214
C -3.744 2.769 0.096 -0.780
C -2.919 3.433 0.994 -1.174
C -1.851 2.762 1.560 -0.196
C -1.593 1.421 1.246 -0.128
P -0.279 0.514 2.162 1.045
C -0.794 0.690 3.949 0.391
C -0.479 2.019 4.650 -0.403
C -1.118 2.059 6.038 -0.983
C -0.634 0.904 6.907 -0.760
C -0.873 -0.435 6.217 -1.343
C -0.256 -0.455 4.821 0.533
C 1.191 1.612 1.993 0.329
C 1.600 1.756 0.512 0.280
C 3.103 2.017 0.363 -0.647
C 3.607 2.912 1.490 -1.012
C 3.470 2.206 2.852 -1.108
C 2.385 1.124 2.817 -0.396
H -4.523 -1.605 0.017 0.466
H -3.748 -1.483 1.586 0.549
H -3.545 -2.953 0.614 0.330
H -3.677 -2.929 -1.697 0.302
H -3.701 -3.813 -3.962 0.368
H -2.259 -2.792 -5.710 0.407
H -0.859 -0.872 -5.156 0.475
H -2.476 1.587 -2.745 0.397
H -2.871 2.564 -4.770 0.481
H -1.779 1.272 -5.188 0.261
H -1.232 3.398 -6.362 0.446
H 0.099 2.931 -5.329 -0.214
H -2.051 4.960 -4.594 0.362
H -0.409 5.360 -5.075 0.462
H -0.676 5.373 -2.584 0.525
H 0.493 4.183 -3.100 0.051
H -2.391 3.770 -2.252 0.487
H -0.985 3.166 -1.416 -0.630
H 1.613 -0.338 -3.097 -1.153
H 0.346 0.823 -5.583 0.248
H 1.043 -0.760 -5.288 0.588
H 2.472 1.816 -5.974 0.252
H 2.645 0.217 -6.669 0.582
H 4.619 0.619 -5.249 0.553
H 3.605 -0.568 -4.457 0.173
H 4.065 2.336 -3.726 0.515
H 4.018 0.928 -2.679 0.220
H 1.756 2.584 -3.803 0.207
H 1.957 2.005 -2.169 -0.715
H -4.095 0.962 -0.983 0.324
H -4.592 3.280 -0.344 0.412
H -3.106 4.468 1.250 0.416
H -1.213 3.296 2.248 0.212
H -1.889 0.596 3.905 0.892
H -0.817 2.874 4.071 0.110
H 0.607 2.124 4.759 0.106
H -2.207 2.003 5.931 0.347
H -0.899 3.014 6.519 0.442
H -1.128 0.924 7.880 0.418
H 0.439 1.023 7.096 0.314
H -1.951 -0.613 6.130 0.393
H -0.466 -1.252 6.817 0.443
H -0.435 -1.419 4.347 -0.731
H 0.832 -0.353 4.910 0.042
H 0.905 2.599 2.375 0.963
H 1.030 2.578 0.069 0.218
H 1.312 0.878 -0.080 -1.137
H 3.302 2.469 -0.609 0.608
H 3.653 1.070 0.369 0.159
H 3.021 3.836 1.488 0.322
H 4.643 3.209 1.318 0.489
H 3.228 2.940 3.626 0.350
H 4.421 1.754 3.143 0.459
H 2.099 0.850 3.836 -0.069
H 2.773 0.216 2.356 -0.099
O 2.203 -2.222 1.986 0.177
C 2.471 -2.696 3.310 -0.381
C 2.539 -4.214 3.374 -1.018
C 1.455 -4.931 2.561 -0.824
C 0.055 -4.580 2.967 0.570
C -0.732 -5.468 3.689 -0.799
C -2.030 -5.125 4.031 -0.709
C -2.515 -3.879 3.672 -1.522
C -1.662 -3.036 2.988 0.001
N -0.424 -3.372 2.619 1.407
H 2.854 -2.523 1.335 0.086
H 1.659 -2.302 3.918 0.013
H 3.403 -2.251 3.667 0.561
H 2.481 -4.500 4.428 0.430
H 3.511 -4.556 3.012 0.365
H 1.590 -6.007 2.665 0.628
H 1.570 -4.710 1.497 -0.039
H -0.327 -6.436 3.950 0.529
H -2.656 -5.828 4.565 0.436
H -3.521 -3.562 3.905 0.563
H -1.994 -2.050 2.684 0.280
S 2.026 -2.053 -1.017 -0.561
C 1.321 -3.139 -2.202 0.408
C 1.917 -3.096 -3.507 -0.310
N 2.418 -3.048 -4.542 -0.608
C 0.303 -3.997 -1.957 1.251
S -0.463 -4.210 -0.411 -0.439
C -0.190 -4.836 -3.017 -0.443
N -0.590 -5.531 -3.842 -0.572
```

Energy (eV): -127232.63310
Largest force on an atom (eV/Å): 0.5
Energy relative to the best compared isomer or geometry (same formula, charge and spin) (kcal/mol): 5.90
Frontier orbital gap (eV): 6.7

Molecular formula: C49H70GaN2O6P2
Method: DFT, wB97M-V/def2-TZVPD

```
130
Properties=species:S:1:pos:R:3:mulliken_charge:R:1
Ga 0.891 -0.035 -0.161 0.541
C 0.709 2.301 -3.164 -1.078
C -0.451 2.829 -2.313 2.000
C -1.468 3.563 -3.192 -1.432
C 0.067 3.733 -1.209 -0.156
C 0.646 4.955 -1.519 -0.468
C 1.112 5.796 -0.525 -1.570
C 0.985 5.421 0.801 -0.560
C 0.389 4.219 1.163 0.577
C 0.307 3.848 2.634 2.014
C -0.280 4.981 3.479 -1.818
C 1.698 3.439 3.133 -1.476
C -0.053 3.362 0.136 -0.497
N -0.481 2.057 0.451 -0.050
C -1.571 1.777 1.027 -0.178
C -1.831 0.425 1.648 -0.308
N -0.994 -0.533 1.620 0.802
C -1.084 -1.534 2.623 -1.669
C -1.554 -2.832 2.388 0.841
C -1.652 -3.712 3.462 -0.086
C -1.279 -3.347 4.741 -1.626
C -0.758 -2.083 4.951 -0.319
C -0.646 -1.166 3.917 0.629
C 0.017 0.170 4.215 1.962
C -0.716 0.945 5.314 -1.657
C 1.487 -0.073 4.581 -1.641
C -2.077 -3.299 1.040 3.272
C -3.596 -3.510 1.121 -1.923
C -1.418 -4.613 0.595 -1.784
C -3.112 0.544 2.375 1.436
C -3.882 -0.323 3.113 -0.430
C -5.105 0.145 3.642 -1.517
C -5.552 1.430 3.455 -1.009
C -4.787 2.347 2.694 0.989
C -5.100 3.694 2.391 -0.939
C -4.253 4.450 1.617 -1.288
C -3.044 3.940 1.094 -0.149
C -2.712 2.639 1.379 0.715
C -3.585 1.862 2.170 -0.378
H 0.326 1.599 -3.907 -0.554
H 1.437 1.786 -2.534 0.316
H 1.213 3.118 -3.683 0.619
H -0.940 1.970 -1.852 -0.818
H -0.987 4.366 -3.752 0.488
H -2.265 4.002 -2.591 0.292
H -1.913 2.875 -3.914 0.297
H 0.738 5.253 -2.556 0.443
H 1.570 6.742 -0.782 0.406
H 1.362 6.078 1.574 0.357
H -0.353 2.990 2.751 -0.798
H 0.379 5.849 3.500 0.404
H -0.424 4.645 4.507 0.412
H -1.248 5.294 3.084 0.350
H 2.414 4.246 2.974 0.430
H 2.046 2.557 2.592 0.292
H 1.668 3.208 4.199 0.399
H -2.054 -4.704 3.299 0.427
H -1.395 -4.040 5.563 0.426
H -0.442 -1.806 5.949 0.421
H 0.014 0.782 3.314 -0.738
H -0.629 0.441 6.278 0.436
H -1.776 1.044 5.077 0.312
H -0.290 1.945 5.415 0.387
H 1.573 -0.764 5.419 0.375
H 1.974 0.863 4.856 0.406
H 2.015 -0.501 3.727 0.369
H -1.848 -2.526 0.301 -2.069
H -3.820 -4.355 1.774 0.431
H -4.002 -3.728 0.132 0.403
H -4.107 -2.632 1.519 0.393
H -1.352 -5.324 1.417 0.376
H -0.412 -4.437 0.225 0.185
H -2.009 -5.081 -0.196 0.358
H -3.574 -1.342 3.305 0.724
H -5.704 -0.546 4.221 0.456
H -6.492 1.748 3.888 0.453
H -6.016 4.129 2.772 0.473
H -4.519 5.476 1.399 0.484
H -2.408 4.571 0.488 0.728
C 1.966 -5.123 0.363 -1.450
C 2.415 -4.629 -1.001 1.118
C 3.164 -5.692 -1.777 -1.622
O 1.256 -4.245 -1.816 -0.293
P 0.699 -2.773 -1.683 -0.859
O 0.531 -2.296 -0.292 -0.622
C -0.852 -2.790 -2.609 -0.572
P -1.462 -1.066 -2.601 -0.360
O -0.650 -0.135 -1.784 2.218
O -1.465 -0.778 -4.158 -0.365
C -2.014 0.456 -4.706 2.759
C -3.457 0.230 -5.126 -1.477
C -1.148 0.853 -5.886 -1.595
O -2.988 -1.098 -2.192 -0.614
C -3.674 -0.253 -1.218 2.355
C -5.150 -0.574 -1.374 -1.989
C -3.412 1.231 -1.417 -1.107
O 1.741 -1.820 -2.408 0.168
C 2.385 -2.152 -3.675 0.565
C 1.873 -1.243 -4.776 -1.232
C 3.881 -1.987 -3.477 -1.597
H 2.837 -5.455 0.928 0.510
H 1.276 -5.960 0.252 0.330
H 1.476 -4.325 0.918 0.222
H 3.051 -3.747 -0.869 0.169
H 2.545 -6.584 -1.876 0.385
H 4.079 -5.955 -1.248 0.404
H 3.424 -5.338 -2.775 0.382
H -1.556 -3.444 -2.096 0.571
H -0.703 -3.136 -3.631 0.779
H -1.952 1.224 -3.929 -1.739
H -3.491 -0.428 -5.994 0.470
H -3.920 1.180 -5.394 0.319
H -4.029 -0.228 -4.322 0.199
H -1.122 0.039 -6.610 0.467
H -0.130 1.076 -5.568 0.375
H -1.569 1.737 -6.364 0.393
H -3.323 -0.543 -0.226 -1.114
H -5.538 -0.114 -2.284 0.446
H -5.712 -0.194 -0.521 0.384
H -5.299 -1.650 -1.443 0.407
H -3.748 1.558 -2.403 0.504
H -2.353 1.457 -1.307 0.212
H -3.971 1.785 -0.662 0.701
H 2.156 -3.196 -3.909 0.425
H 2.212 -0.224 -4.589 0.287
H 0.787 -1.252 -4.817 0.149
H 2.265 -1.572 -5.738 0.524
H 4.085 -0.986 -3.093 0.310
H 4.389 -2.105 -4.433 0.439
H 4.275 -2.720 -2.774 0.343
```

Energy (eV): -138171.18025
Largest force on an atom (eV/Å): 1.2
Energy relative to the best compared isomer or geometry (same formula, charge and spin) (kcal/mol): 13.67
Frontier orbital gap (eV): 6.9
Charge: +1